No. 1
Density functional theory data (wB97M-V/def2-TZVPD) for one molecule with the formula C5H7IO.

Values from the calculation:
HOMO level (hartree): -0.3360
SMILES: C=CO[C@H](I)C=C
Largest force on an atom (hartree/bohr): 0.0573
Orbital gap (eV): 9.6471
E (eV): -15443.910

Geometry as XYZ:
```
14
C5H7IO wB97M-V/def2-TZVPD
C 0.782 -2.808 -0.455
C 0.229 -1.773 0.204
O -0.003 -0.580 -0.380
C -0.910 0.345 0.134
I -2.931 -0.234 -0.029
C -0.456 1.543 -0.660
C -0.408 2.705 -0.069
H 0.921 -3.709 0.088
H 1.190 -2.657 -1.534
H 0.022 -1.977 1.316
H -0.786 0.479 1.287
H -0.265 1.268 -1.723
H 0.212 3.469 -0.445
H -0.643 2.784 0.932
```

***

No. 2
Density functional theory data (wB97M-V/def2-TZVPD) for C5H7LaO4 as an isolated structure.

Values from the calculation:
HOMO level (hartree): -0.5662
Largest force on an atom (hartree/bohr): 0.1086
Orbital gap (eV): 4.5074
E (eV): -14326.513
Charge: +2

Geometry as XYZ:
```
17
C5H7LaO4 wB97M-V/def2-TZVPD
O 1.607 -0.838 1.077
C 0.813 -1.190 0.158
O -0.128 -0.063 0.010
O 0.695 -2.162 -0.527
La 1.356 1.229 1.860
C -1.324 0.433 -1.972
C -1.229 -0.226 -0.798
H -0.521 1.110 -2.274
H -2.089 0.125 -2.686
O -4.825 -0.469 0.395
C -3.653 -0.850 -0.297
C -2.641 0.282 -0.165
H -5.372 -1.245 0.545
H -3.865 -1.034 -1.363
H -3.241 -1.774 0.142
H -2.419 0.442 0.902
H -3.115 1.224 -0.468
```

***

No. 3
Density functional theory data (wB97M-V/def2-TZVPD) for C5H7MnO4 as an isolated structure.

Values from the calculation:
HOMO level (alpha / beta) (hartree): -0.6519 / -0.6533
Largest force on an atom (hartree/bohr): 0.1164
Orbital gap (alpha / beta) (eV): 7.8994 / 7.1723
<S²>: 12.0061
Multiplicity: 7
E (eV): -44785.465
Charge: +2

Geometry as XYZ:
```
17
C5H7MnO4 wB97M-V/def2-TZVPD
O -0.704 0.430 -0.760
Mn 0.198 0.485 -2.440
C -1.971 0.000 -0.365
C -1.798 -0.743 0.929
H -1.720 0.017 1.719
H -2.650 0.859 -0.405
H -2.227 -1.236 -0.573
H -2.662 -1.353 1.215
C -0.054 -1.264 0.974
C 0.574 -0.359 0.056
O 1.650 0.427 0.371
C 2.290 1.063 -0.599
O 1.917 1.085 -1.771
O 3.292 1.721 -0.128
H -0.131 -2.281 0.570
H 0.319 -1.167 1.999
H 3.676 2.315 -0.792
```

***

No. 4
Density functional theory data (wB97M-V/def2-TZVPD) for one molecule with the formula C5H7N.

Values from the calculation:
HOMO level (alpha / beta) (hartree): -0.3085 / -0.3084
Largest force on an atom (hartree/bohr): 0.0062
Orbital gap (alpha / beta) (eV): 7.9997 / 7.9977
E (eV): -6782.572

Geometry as XYZ:
```
13
C5H7N wB97M-V/def2-TZVPD
C 1.339 -0.956 0.541
C 0.440 1.538 0.254
C 0.517 -0.884 -0.508
C -0.906 -0.405 -0.466
N -1.547 0.047 0.761
C -0.925 1.033 -0.104
H 2.398 -1.149 0.412
H 1.002 -0.800 1.559
H 0.912 1.808 -0.716
H 0.914 -1.038 -1.509
H -1.585 -0.820 -1.209
H -0.968 -0.115 1.584
H -1.591 1.742 -0.598
```

***

No. 5
Density functional theory data (wB97M-V/def2-TZVPD) for one molecule with the formula C5H7N.

Values from the calculation:
HOMO level (hartree): -0.3625
SMILES: N#CCC1CC1
Largest force on an atom (hartree/bohr): 0.0484
Orbital gap (eV): 10.8425
E (eV): -6785.768

Geometry as XYZ:
```
13
C5H7N wB97M-V/def2-TZVPD
N 1.444 -0.925 1.712
C 1.794 -0.361 0.760
C 1.365 0.343 -0.449
C -0.120 0.532 -0.045
C -0.823 -0.490 0.738
C -1.332 0.131 -0.761
H 1.507 -0.276 -1.342
H 1.847 1.312 -0.614
H -0.277 1.501 0.428
H -1.163 -0.288 1.761
H -0.640 -1.552 0.583
H -1.324 -0.730 -1.423
H -2.003 0.926 -1.131
```

***

No. 6
Density functional theory data (wB97M-V/def2-TZVPD) for one molecule with the formula C5H7N.

Values from the calculation:
HOMO level (hartree): -0.3274
SMILES: C#C/C(C)=N/C
Largest force on an atom (hartree/bohr): 0.0133
Orbital gap (eV): 9.8062
E (eV): -6785.312

Geometry as XYZ:
```
13
C5H7N wB97M-V/def2-TZVPD
C -1.096 1.490 2.111
C -0.419 1.251 1.140
C 0.194 0.492 0.072
C -0.335 0.685 -1.330
N 0.983 -0.397 0.522
C 0.935 -1.706 -0.059
H -1.669 1.744 2.973
H -0.223 1.751 -1.548
H -1.400 0.438 -1.415
H 0.237 0.121 -2.074
H 0.207 -2.172 0.619
H 0.517 -1.795 -1.072
H 1.889 -2.219 0.047
```

***

No. 7
Density functional theory data (wB97M-V/def2-TZVPD) for one molecule with the formula C5H7N.

Values from the calculation:
HOMO level (hartree): -0.3115
SMILES: C=C/C=C/N=C
Largest force on an atom (hartree/bohr): 0.0760
Orbital gap (eV): 9.4683
E (eV): -6785.706

Geometry as XYZ:
```
13
C5H7N wB97M-V/def2-TZVPD
C -2.508 -0.464 -0.333
C -1.795 0.473 0.291
C -0.393 0.541 -0.001
C 0.544 -0.393 0.145
N 1.799 -0.308 -0.530
C 2.892 0.119 -0.022
H -3.527 -0.674 -0.220
H -2.111 -1.141 -1.047
H -2.213 1.195 0.919
H -0.038 1.453 -0.351
H 0.561 -1.313 0.633
H 3.773 -0.022 -0.530
H 3.016 0.534 1.048
```

***

No. 8
Density functional theory data (wB97M-V/def2-TZVPD) for one molecule with the formula C5H7N.

Values from the calculation:
HOMO level (hartree): -0.3408
SMILES: C#C[C@@H]1N[C@@H]1C
Largest force on an atom (hartree/bohr): 0.0487
Orbital gap (eV): 10.3688
E (eV): -6784.566

Geometry as XYZ:
```
13
C5H7N wB97M-V/def2-TZVPD
C -2.440 -0.452 -0.607
C -1.375 -0.651 -0.075
C -0.050 -1.042 0.387
N 0.598 -0.419 1.594
C 1.040 -0.050 0.258
C 0.961 1.242 -0.519
H -3.391 -0.322 -1.081
H 0.174 -2.086 0.269
H -0.350 -0.300 1.951
H 1.958 -0.599 0.038
H 0.104 1.857 -0.244
H 1.878 1.827 -0.381
H 0.893 0.997 -1.588
```

***

No. 9
Density functional theory data (wB97M-V/def2-TZVPD) for one molecule with the formula C5H7N.

Values from the calculation:
HOMO level (hartree): -0.3572
Largest force on an atom (hartree/bohr): 0.0170
Orbital gap (eV): 9.9016
E (eV): -6782.952

Geometry as XYZ:
```
13
C5H7N wB97M-V/def2-TZVPD
C -0.020 1.719 -1.069
C 0.571 1.895 -2.198
C -0.013 0.137 -1.030
N -0.662 -0.146 0.229
C 0.234 -0.163 1.368
C -0.341 -1.421 0.823
H -0.479 2.266 -0.247
H -0.594 -0.316 -1.839
H 1.007 -0.287 -1.080
H -0.154 0.289 2.274
H 1.295 0.015 1.180
H -1.179 -1.908 1.311
H 0.334 -2.080 0.277
```

***

No. 10
Density functional theory data (wB97M-V/def2-TZVPD) for one molecule with the formula C5H7N.

Values from the calculation:
HOMO level (alpha / beta) (hartree): -0.2397 / -0.2397
Largest force on an atom (hartree/bohr): 0.0287
Orbital gap (alpha / beta) (eV): 6.2726 / 6.2755
E (eV): -6782.234

Geometry as XYZ:
```
13
C5H7N wB97M-V/def2-TZVPD
C 1.173 -0.842 1.089
C 0.636 0.776 -1.154
C -0.832 0.523 -0.881
C -0.890 -0.865 -0.204
N 0.054 -0.318 0.785
C 0.016 1.018 0.229
H 1.892 -0.236 1.632
H 1.172 -1.910 1.019
H 0.766 1.757 -1.619
H -1.723 1.022 -1.215
H -1.813 -1.136 0.307
H -0.515 -1.695 -0.824
H 0.064 1.907 0.837
```